Entry 1:
DFT (ωB97M-V with the def2-TZVPD basis set) results for a molecular structure, C5H11ClFeHoNS in a non-equilibrium geometry.

Element x y z (Å)
1 Fe 0.00 -0.15 0.22
2 Cl -0.91 -1.71 -1.12
3 C 1.95 -0.32 0.43
4 H 2.32 0.64 0.80
5 H 2.44 -0.57 -0.51
6 H 2.20 -1.07 1.18
7 Ho -0.24 -1.15 -3.59
8 C 0.82 -3.21 -3.79
9 C -2.48 -1.03 -4.22
10 C 0.62 -0.18 -5.38
11 H -2.84 -0.05 -3.84
12 H -2.66 -1.04 -5.31
13 H -3.12 -1.79 -3.74
14 H 1.80 -3.12 -3.29
15 H 0.28 -4.02 -3.28
16 H 1.02 -3.52 -4.84
17 H 1.61 -0.41 -5.83
18 H 0.13 0.60 -6.00
19 S -0.98 1.25 1.64
20 C 0.13 1.51 2.88
21 N 0.91 1.71 3.74

net charge = -1
HOMO (alpha / beta) = -5.275 / -5.202 eV
F_max = 0.053 hartree/bohr
spin multiplicity = 10

Entry 2:
DFT (ωB97M-V with the def2-TZVPD basis set) results for a molecular structure, C4H6O2 in a non-equilibrium geometry.

Element x y z (Å)
1 C 1.45 -0.45 -0.12
2 C 0.11 -0.08 0.48
3 C -1.19 -0.59 -0.14
4 O -0.61 -1.17 1.01
5 C -0.50 1.25 0.32
6 O -0.37 1.78 -0.78
7 H 2.18 -0.55 0.69
8 H 1.40 -1.40 -0.65
9 H 1.80 0.33 -0.80
10 H -2.18 -0.19 0.08
11 H -0.92 -0.58 -1.21
12 H -1.18 1.64 1.10

energy above the lowest of the compared OMol25 structures with the same formula, charge and spin = 3.867 eV
HOMO = -9.572 eV
F_max = 0.035 hartree/bohr

Entry 3:
DFT (ωB97M-V with the def2-TZVPD basis set) results for a molecular structure, C2H7O2P in a non-equilibrium geometry.

Element x y z (Å)
1 C 1.83 -0.11 0.51
2 C -1.26 -0.84 0.00
3 O -2.02 0.14 0.64
4 O -0.39 1.39 -1.09
5 P 0.09 -0.18 -1.13
6 H 2.75 -0.08 -0.04
7 H 1.70 -1.00 1.10
8 H 1.61 0.81 1.05
9 H -1.93 -1.45 -0.62
10 H -0.78 -1.52 0.73
11 H -1.51 0.95 0.69
12 H -0.09 1.89 -1.85

energy above the lowest of the compared OMol25 structures with the same formula, charge and spin = 1.965 eV
HOMO = -8.511 eV
F_max = 0.067 hartree/bohr

Entry 4:
DFT (ωB97M-V with the def2-TZVPD basis set) results for C4H9NO2 in the gas phase in a non-equilibrium geometry.

Element x y z (Å)
1 C 1.07 1.13 0.95
2 N 0.04 0.22 0.51
3 C 0.03 -0.99 1.35
4 C 0.24 -0.09 -0.92
5 C -1.06 0.29 -1.58
6 O -1.39 1.36 -2.01
7 O -1.90 -0.79 -1.57
8 H 2.09 0.75 0.75
9 H 0.96 1.44 1.99
10 H 1.01 2.01 0.31
11 H 0.41 -0.71 2.33
12 H -0.97 -1.40 1.50
13 H 0.64 -1.79 0.94
14 H 0.33 -1.17 -1.03
15 H 1.13 0.36 -1.34
16 H -2.63 -0.62 -2.18

energy above the lowest of the compared OMol25 structures with the same formula, charge and spin = 1.470 eV
SMILES string = CN(C)CC(=O)O
HOMO = -8.884 eV
F_max = 0.021 hartree/bohr

Entry 5:
DFT (ωB97M-V with the def2-TZVPD basis set) results for C2HFO2 in the gas phase in a non-equilibrium geometry.

Element x y z (Å)
1 C -0.35 0.24 0.77
2 C 0.27 -0.30 -0.45
3 O -1.08 0.29 1.70
4 O 0.25 1.06 -0.01
5 F -0.42 -0.56 -1.61
6 H 1.33 -0.73 -0.41

energy above the lowest of the compared OMol25 structures with the same formula, charge and spin = 3.203 eV
HOMO (alpha / beta) = -5.763 / -12.467 eV
F_max = 0.131 hartree/bohr
spin multiplicity = 3

Entry 6:
DFT (ωB97M-V with the def2-TZVPD basis set) results for 11 unconnected molecules or ions with the total composition C30H77Cl4NO9 in a non-equilibrium geometry.

Element x y z (Å)
1 C 4.13 4.94 -1.54
2 C 3.28 4.16 -2.58
3 N 2.61 3.11 -2.11
4 O 3.24 4.43 -3.79
5 H 3.49 5.45 -0.82
6 H 4.79 5.67 -2.01
7 H 4.84 4.34 -0.97
8 H 2.02 2.63 -2.78
9 H 2.30 3.17 -1.15
10 C -0.06 4.09 2.44
11 C -0.05 4.45 0.88
12 C -0.20 5.91 0.64
13 O 1.20 4.02 0.48
14 H 0.04 3.04 2.69
15 H -0.77 4.54 3.13
16 H 0.92 4.41 2.81
17 H -0.71 3.96 0.17
18 H 0.54 6.41 1.26
19 H -1.19 6.30 0.88
20 H 0.00 6.25 -0.38
21 H 1.81 4.15 1.21
22 C -4.76 -4.42 0.74
23 C -4.67 -2.86 0.78
24 C -6.09 -2.30 0.91
25 O -4.03 -2.38 1.92
26 H -3.98 -4.83 0.10
27 H -5.69 -4.78 0.31
28 H -4.76 -4.96 1.68
29 H -4.20 -2.46 -0.12
30 H -6.62 -2.73 1.76
31 H -6.64 -2.32 -0.03
32 H -6.06 -1.24 1.14
33 H -3.13 -2.51 1.61
34 C 3.65 1.15 0.93
35 C 3.35 1.52 2.44
36 C 4.04 0.87 3.65
37 O 3.56 2.95 2.53
38 H 4.58 1.66 0.70
39 H 2.87 1.51 0.25
40 H 3.80 0.09 0.71
41 H 2.30 1.29 2.59
42 H 3.78 -0.19 3.63
43 H 3.68 1.28 4.59
44 H 5.13 0.94 3.57
45 H 4.47 3.14 2.79
46 C 0.20 -6.18 0.72
47 C -0.02 -4.87 -0.07
48 C -0.81 -5.02 -1.35
49 O -0.63 -3.98 0.84
50 H 0.82 -6.86 0.13
51 H -0.73 -6.73 0.91
52 H 0.64 -5.99 1.69
53 H 0.92 -4.37 -0.32
54 H -0.51 -5.83 -2.02
55 H -0.99 -4.11 -1.93
56 H -1.84 -5.32 -1.14
57 H 0.09 -3.88 1.47
58 C -0.86 5.00 -3.22
59 C -0.38 3.91 -4.19
60 C -1.35 3.36 -5.26
61 O 0.70 4.51 -4.93
62 H -0.01 5.38 -2.64
63 H -1.65 4.67 -2.55
64 H -1.37 5.77 -3.80
65 H -0.04 3.08 -3.57
66 H -1.61 4.07 -6.05
67 H -2.32 2.94 -5.00
68 H -0.75 2.63 -5.82
69 H 1.58 4.63 -4.55
70 C -5.15 0.91 4.29
71 C -4.05 0.66 3.28
72 C -2.91 1.71 3.09
73 O -3.37 -0.45 3.72
74 H -4.60 1.06 5.22
75 H -5.96 0.18 4.38
76 H -5.62 1.84 3.99
77 H -4.53 0.40 2.33
78 H -3.18 2.68 2.68
79 H -2.26 1.30 2.32
80 H -2.34 1.88 4.01
81 H -3.62 -1.05 3.02
82 C -0.04 -0.68 1.41
83 C -0.72 -0.43 0.00
84 C -0.27 0.92 -0.76
85 O -0.43 -1.47 -0.92
86 H -0.09 0.28 1.93
87 H 1.02 -0.85 1.22
88 H -0.58 -1.38 2.04
89 H -1.80 -0.39 0.16
90 H 0.80 1.06 -0.85
91 H -0.52 1.80 -0.17
92 H -0.58 1.14 -1.78
93 H -0.51 -2.32 -0.48
94 C -0.14 -3.39 -4.52
95 C -0.91 -2.11 -4.49
96 C -0.10 -0.82 -4.53
97 O -1.83 -2.09 -5.57
98 H 0.46 -3.37 -5.43
99 H -0.78 -4.26 -4.57
100 H 0.50 -3.51 -3.64
101 H -1.58 -2.11 -3.62
102 H 0.59 -0.82 -5.37
103 H 0.53 -0.75 -3.64
104 H -0.72 0.07 -4.59
105 H -1.34 -2.23 -6.38
106 Cl 5.31 -3.22 -2.24
107 C 4.02 -2.78 -1.07
108 C 2.88 -1.95 -1.58
109 Cl 3.34 -0.46 -2.46
110 H 4.50 -2.29 -0.22
111 H 3.64 -3.70 -0.63
112 H 2.22 -1.64 -0.77
113 H 2.33 -2.62 -2.23
114 Cl 2.07 -2.71 2.76
115 C 2.11 -3.08 4.58
116 C 3.50 -3.44 5.15
117 Cl 4.21 -2.10 6.09
118 H 1.33 -3.84 4.65
119 H 1.68 -2.26 5.15
120 H 4.15 -3.67 4.31
121 H 3.43 -4.35 5.76

SMILES string = CC(N)=O.CC(C)O.CC(C)O.CC(C)O.CC(C)O.CC(C)O.CC(C)O.CC(C)O.CC(C)O.ClCCCl.ClCCCl
HOMO = -9.300 eV
F_max = 0.064 hartree/bohr